C37H46B2F4MgN9O2S3 | wB97M-V/def2-TZVPD

Structure (XYZ):
```
104
Properties=species:S:1:pos:R:3
Mg 0.29 0.66 0.51
C 1.85 -5.10 -1.35
C 0.99 -3.97 -0.76
C -0.47 -4.42 -0.81
C 1.24 -2.71 -1.58
N 1.38 -3.74 0.66
C 2.46 -4.33 1.28
C 2.58 -3.77 2.50
N 1.57 -2.85 2.64
B 1.64 -1.87 3.85
N 0.26 -1.25 4.16
C -0.72 -2.09 4.64
C -1.89 -1.44 4.58
N -1.64 -0.17 4.08
C -0.30 -0.07 3.82
S 0.53 1.27 3.16
C -2.79 0.74 3.80
C -3.55 0.13 2.61
C -2.44 2.18 3.45
C -3.67 0.77 5.05
N 2.76 -0.82 3.67
C 3.29 -0.21 4.78
C 4.06 0.81 4.38
N 4.01 0.84 3.00
C 3.20 -0.17 2.57
S 2.84 -0.52 0.94
C 4.67 1.87 2.15
C 5.70 1.20 1.24
C 3.62 2.65 1.34
C 5.40 2.86 3.06
C 0.87 -2.80 1.50
S -0.48 -1.79 1.17
H 1.52 -5.26 -2.37
H 1.72 -6.04 -0.80
H 2.90 -4.83 -1.38
H -0.74 -4.62 -1.85
H -1.14 -3.67 -0.40
H -0.60 -5.35 -0.25
H 0.89 -2.85 -2.61
H 2.31 -2.48 -1.61
H 0.73 -1.85 -1.17
H 3.05 -5.10 0.83
H 3.28 -3.95 3.29
H 1.95 -2.54 4.82
H -0.50 -3.09 4.95
H -2.88 -1.76 4.84
H -2.90 0.09 1.74
H -4.41 0.75 2.37
H -3.90 -0.88 2.83
H -1.86 2.27 2.53
H -1.87 2.67 4.24
H -3.39 2.70 3.32
H -4.07 -0.21 5.31
H -4.52 1.44 4.87
H -3.10 1.15 5.90
H 3.05 -0.56 5.77
H 4.62 1.51 4.96
H 5.22 0.49 0.57
H 6.45 0.69 1.84
H 6.19 1.96 0.64
H 3.20 2.06 0.54
H 4.10 3.53 0.91
H 2.81 2.98 1.99
H 6.17 2.38 3.66
H 4.71 3.39 3.72
H 5.88 3.60 2.42
C -1.38 -1.34 -7.87
O -0.85 -0.31 -7.07
C -1.74 0.53 -6.47
C -1.18 1.46 -5.58
C -1.99 2.35 -4.90
C -3.37 2.33 -5.12
C -3.91 1.45 -6.04
C -3.10 0.53 -6.70
N -4.33 3.24 -4.55
N -4.29 3.66 -3.38
C -3.33 3.24 -2.40
C -2.83 4.24 -1.60
C -1.87 4.02 -0.61
C -1.39 2.74 -0.36
O -0.51 2.46 0.53
C -1.96 1.67 -1.15
N -1.50 0.42 -0.85
C -1.99 -0.61 -1.50
C -3.01 -0.48 -2.46
C -3.49 0.76 -2.76
C -2.93 1.90 -2.14
H -0.54 -1.95 -8.19
H -1.89 -0.94 -8.76
H -2.08 -1.96 -7.31
H -0.12 1.43 -5.39
H -1.54 3.03 -4.20
H -4.97 1.48 -6.23
H -3.55 -0.16 -7.40
H -3.20 5.25 -1.78
H -1.49 4.84 -0.02
H -1.59 -1.58 -1.24
H -3.41 -1.37 -2.93
H -4.28 0.88 -3.49
F 0.80 2.42 -2.82
B 1.52 1.26 -2.57
F 1.33 0.93 -1.14
F 1.02 0.19 -3.29
F 2.87 1.44 -2.76
```

Results
* total charge: -1
* electronic energy: -106811.58316 eV

---

C30H26AsF9NO9PSSiTm | wB97M-V/def2-TZVPD

Structure (XYZ):
```
80
Properties=species:S:1:pos:R:3
Tm -1.70 -0.76 -1.01
O -1.70 -0.33 3.37
As -2.06 -1.03 1.80
O -2.62 0.24 0.87
O -0.67 -1.58 1.08
C -3.29 -2.36 2.39
C -4.26 -2.00 3.32
C -5.17 -2.95 3.76
C -5.10 -4.25 3.28
C -4.15 -4.60 2.33
C -3.25 -3.65 1.87
S -2.62 -3.41 -0.70
O -3.35 -2.13 -0.37
O -2.34 -4.01 0.90
O -1.25 -3.02 -1.12
H -1.60 0.62 3.22
H -4.28 -0.99 3.71
H -5.93 -2.67 4.49
H -5.80 -5.00 3.63
H -4.10 -5.60 1.93
O -2.74 -1.33 -2.94
N -1.72 -1.61 -3.63
O -0.66 -1.30 -3.06
F 3.97 3.01 -5.69
C 4.36 3.18 -4.42
F 4.34 4.50 -4.16
F 5.65 2.80 -4.35
C 3.50 2.41 -3.46
C 2.63 1.43 -3.90
C 1.88 0.70 -2.98
C 2.01 0.94 -1.61
C 2.88 1.94 -1.19
C 3.63 2.67 -2.10
P 1.09 -0.20 -0.47
C 1.04 0.84 1.04
C 1.48 0.40 2.28
C 1.32 1.19 3.41
C 0.69 2.42 3.30
C 0.20 2.85 2.08
C 0.38 2.07 0.95
C 0.47 3.24 4.54
F 1.51 3.16 5.38
F 0.30 4.54 4.26
F -0.61 2.84 5.22
C 2.43 -1.41 -0.18
C 3.64 -1.11 0.43
C 4.64 -2.07 0.50
C 4.43 -3.33 -0.04
C 3.23 -3.64 -0.65
C 2.23 -2.68 -0.71
C 5.50 -4.37 0.07
F 5.38 -5.33 -0.85
F 5.48 -4.98 1.27
F 6.73 -3.84 -0.06
H 2.52 1.25 -4.96
H 1.18 -0.04 -3.33
H 2.98 2.17 -0.13
H 4.30 3.45 -1.76
H 1.93 -0.58 2.38
H 1.67 0.84 4.37
H -0.33 3.80 2.00
H -0.03 2.38 -0.01
H 3.82 -0.12 0.84
H 5.59 -1.83 0.98
H 3.07 -4.63 -1.06
H 1.27 -2.92 -1.17
C -2.79 3.40 -0.31
Si -2.66 2.23 -1.77
C -2.69 3.30 -3.31
C -4.25 1.20 -1.80
O -1.37 1.26 -1.69
H -3.74 3.94 -0.33
H -1.98 4.14 -0.32
H -2.74 2.83 0.62
H -3.71 3.62 -3.53
H -2.31 2.75 -4.17
H -2.07 4.20 -3.18
H -5.10 1.75 -1.40
H -4.15 0.30 -1.17
H -4.50 0.86 -2.81
```

Results
* 2S+1: 3
* energy relative to the best compared isomer or geometry (same formula, charge and spin): 0.0 kJ/mol
* total charge: -1
* electronic energy: -194287.25518 eV

---

C6H18IO6 | wB97M-V/def2-TZVPD

Structure (XYZ):
```
31
Properties=species:S:1:pos:R:3
I -0.41 -1.37 0.82
C 2.61 -1.78 -0.74
C 2.85 -0.53 -1.59
O 3.12 -0.82 -3.02
O 1.28 -2.18 -1.02
H 2.64 -1.60 0.34
H 3.34 -2.58 -0.89
H 3.65 0.06 -1.16
H 1.93 0.03 -1.43
H 4.01 -1.18 -3.05
H 0.69 -2.04 -0.28
C 0.77 2.81 -0.08
C 0.75 1.30 0.15
O -0.23 0.60 -0.55
O 1.28 3.22 -1.41
H 1.42 3.26 0.67
H -0.28 3.07 0.04
H 0.56 1.11 1.21
H 1.69 0.81 -0.11
H -0.22 -0.30 -0.20
H 0.68 3.83 -1.86
C -3.48 -0.05 2.09
C -3.71 -0.81 0.75
O -3.00 -2.03 0.65
O -2.21 0.53 2.21
H -3.57 -0.75 2.91
H -4.29 0.66 2.28
H -3.45 -0.19 -0.11
H -4.77 -1.05 0.65
H -2.06 -1.86 0.59
H -1.59 -0.19 2.11
```

Results
* energy relative to the best compared isomer or geometry (same formula, charge and spin): 788.2 kJ/mol
* total charge: -1
* electronic energy: -26893.67401 eV

---

Number 3 is which compound?
C6H18IO6

---

The lowest electronic energy belongs to which entry?
C30H26AsF9NO9PSSiTm